No. 1
Here is a structure of composition C16H24AsN4O6PReS4Sb at a distorted geometry from the Open Molecules 2025 dataset. Energies are from wB97M-V/def2-TZVPD.

Last column: Löwdin charge in e.
Cartesian coordinates (Å):
Re 0.371 0.068 0.168  1.006
O 4.627 -4.124 0.958  0.082
C 3.740 -3.102 0.844  -0.268
C 3.977 -1.986 0.042  0.075
C 3.031 -0.975 0.022  -0.160
N 1.919 -1.049 0.757  -0.066
C 1.626 -2.165 1.425  -0.144
C 2.519 -3.214 1.505  0.094
C 0.173 -2.252 1.910  -0.596
O -0.172 -3.221 2.564  0.068
O -0.570 -1.287 1.542  -0.180
C 3.045 0.171 -0.986  -0.610
O 4.011 0.317 -1.725  0.050
O 1.982 0.876 -1.027  -0.175
H 5.402 -3.941 0.414  0.113
H 4.850 -1.899 -0.591  0.130
H 2.251 -4.119 2.022  0.136
S -4.858 2.289 0.217  -0.461
Sb -4.856 0.508 -1.265  0.003
S -1.529 0.864 -0.952  0.065
S -2.673 -0.763 -0.728  -0.053
S -4.510 1.300 -3.418  -0.458
C -0.397 3.579 4.131  -0.192
N 0.734 2.682 4.322  -0.160
C 1.950 3.401 3.984  -0.204
N 1.947 3.943 2.635  -0.159
C 0.779 4.801 2.482  -0.195
N -0.474 4.139 2.795  -0.153
C -0.826 3.137 1.806  -0.290
P 0.458 1.795 1.719  0.862
C 0.585 1.458 3.550  -0.288
C 1.963 2.889 1.639  -0.300
H -0.290 4.406 4.844  0.127
H -1.320 3.038 4.345  0.133
H 2.815 2.741 4.107  0.126
H 2.047 4.244 4.679  0.125
H 0.745 5.174 1.456  0.130
H 0.901 5.647 3.168  0.126
H -0.912 3.608 0.821  0.099
H -1.801 2.703 2.057  0.094
H 1.460 0.820 3.729  0.093
H -0.308 0.925 3.893  0.101
H 2.023 3.327 0.637  0.097
H 2.850 2.261 1.795  0.093
C 1.094 0.084 -3.805  -0.184
As 0.343 -1.504 -2.958  1.016
C 1.455 -2.996 -3.596  -0.194
C -1.450 -1.805 -3.680  -0.219
O 0.422 -1.622 -1.334  -0.598
H 2.182 0.071 -3.712  0.032
H 0.706 0.971 -3.302  0.031
H 0.816 0.095 -4.857  0.043
H 1.561 -2.965 -4.680  0.032
H 1.026 -3.953 -3.294  0.037
H 2.434 -2.896 -3.123  0.027
H -1.390 -2.106 -4.723  0.036
H -2.047 -0.895 -3.599  -0.011
H -1.926 -2.589 -3.090  0.034

Calculated values
Energy relative to the best compared isomer or geometry (same formula, charge and spin) ... 0.0 kcal/mol
HOMO (alpha / beta) ... -3.25 / -3.04 eV
Net charge ... -1
2S+1 ... 2
Lowest unoccupied orbital energy (alpha / beta) ... 0.368 / 0.184 eV
Strongest force on any atom ... 4.43 eV/Å
Kohn-Sham gap (alpha / beta) ... 3.6 / 3.2 eV

No. 2
Here is a structure of composition C16H24BF6N9O5S2V at a distorted geometry from the Open Molecules 2025 dataset. Energies are from wB97M-V/def2-TZVPD.

Last column: Löwdin charge in e.
Cartesian coordinates (Å):
O -0.735 1.057 -3.747  -0.238
V -0.080 1.993 -2.655  1.202
B 1.941 4.342 -1.038  -1.211
F 1.196 3.225 -1.626  -0.023
F 1.369 5.504 -1.568  0.126
F 1.762 4.279 0.332  0.147
F 3.261 4.233 -1.420  0.155
N -0.429 0.822 -1.029  -0.345
S -0.697 1.040 0.522  0.488
O 0.286 0.672 1.507  -0.224
O -2.075 0.972 0.900  -0.222
F -0.444 2.613 0.471  -0.169
S -0.271 -0.868 -0.872  0.545
O -1.358 -1.587 -0.279  -0.217
O 1.054 -1.372 -0.667  -0.242
F -0.462 -1.202 -2.418  -0.186
C -3.697 -2.356 2.226  -0.076
C -4.785 -1.547 2.765  -0.283
N -5.603 -0.889 3.230  0.138
H -3.624 -3.279 2.797  0.086
H -2.755 -1.812 2.160  0.071
H -3.831 -2.646 1.180  0.074
C -4.657 0.287 -0.369  -0.053
C -3.895 0.523 -1.582  -0.255
N -3.286 0.637 -2.551  0.151
H -4.687 1.187 0.240  0.095
H -4.229 -0.561 0.155  0.052
H -5.684 0.044 -0.646  0.098
C 1.721 -4.589 -2.272  -0.060
C 2.793 -4.308 -3.234  -0.284
N 3.643 -4.105 -3.980  0.123
H 0.737 -4.241 -2.573  0.047
H 1.964 -4.002 -1.384  0.070
H 1.754 -5.658 -2.076  0.090
C 3.419 -0.689 1.540  -0.091
C 4.731 -0.534 2.120  -0.286
N 5.777 -0.416 2.566  0.143
H 3.461 -1.294 0.636  0.062
H 2.982 0.275 1.267  0.070
H 2.691 -1.148 2.208  0.090
C -2.730 -3.105 -3.739  -0.051
C -2.184 -4.010 -2.721  -0.281
N -1.794 -4.717 -1.907  0.143
H -3.679 -2.758 -3.327  0.085
H -2.889 -3.586 -4.698  0.085
H -2.055 -2.256 -3.810  0.057
C 3.822 -0.569 -2.476  -0.006
C 2.757 0.328 -2.861  -0.142
N 1.961 1.058 -3.238  0.173
H 3.485 -1.523 -2.083  0.073
H 4.491 -0.081 -1.766  0.106
H 4.427 -0.784 -3.362  0.109
C 2.187 1.375 3.945  -0.081
C 1.859 2.356 4.990  -0.263
N 1.546 3.121 5.784  0.135
H 2.127 1.828 2.958  0.065
H 1.483 0.543 3.893  0.074
H 3.155 0.920 4.147  0.074
C -0.774 4.494 2.951  -0.066
C -1.921 4.594 3.860  -0.286
N -2.806 4.667 4.586  0.121
H -0.816 3.474 2.580  0.050
H 0.131 4.917 3.371  0.086
H -1.040 5.111 2.087  0.085

Calculated values
HOMO (alpha / beta) ... -11.20 / -11.20 eV
2S+1 ... 2
Lowest unoccupied orbital energy (alpha / beta) ... -4.296 / -3.792 eV
Strongest force on any atom ... 7.88 eV/Å
Kohn-Sham gap (alpha / beta) ... 6.9 / 7.4 eV

No. 3
Here is a cluster of 3 separate species, C16H24BFN2O13P3S in total at a distorted geometry from the Open Molecules 2025 dataset. Energies are from wB97M-V/def2-TZVPD.

Last column: Löwdin charge in e.
Cartesian coordinates (Å):
C 2.426 -1.026 0.872  -0.022
C 0.938 -1.601 1.340  -0.289
O 0.485 -2.668 0.680  -0.033
O 0.294 -0.913 2.467  -0.109
C -1.162 -0.799 2.309  -0.223
C -1.780 0.703 2.502  -0.320
P -0.952 2.083 1.480  0.184
P 0.128 3.768 0.519  0.659
P -1.183 5.525 0.332  0.480
O -1.406 6.002 -1.165  -0.454
O -0.368 6.867 1.162  -0.296
O -2.733 5.349 1.104  -0.279
B 0.073 2.521 3.085  -0.662
O 1.484 2.117 3.291  -0.026
O -0.561 3.277 4.216  -0.016
S -2.012 1.586 -0.322  0.673
O -1.865 2.609 -1.472  -0.450
O -1.403 0.226 -0.841  -0.436
F -3.691 1.277 -0.089  -0.335
H 2.861 -1.654 -0.041  0.089
H 2.412 0.096 0.537  0.083
H 3.133 -1.198 1.808  0.100
H -1.595 -1.231 1.312  0.121
H -1.637 -1.466 3.178  0.135
H -1.704 1.001 3.654  0.100
H -2.947 0.626 2.273  0.105
H 0.127 1.241 1.013  0.003
H -2.047 2.961 1.895  -0.004
H 0.545 3.379 -0.836  -0.055
H 0.498 6.466 1.512  0.050
H -3.410 5.646 0.428  0.080
H 1.547 1.310 3.911  0.119
H -1.551 3.218 4.062  0.079
C 7.790 -3.207 -1.706  -0.079
C 8.478 -2.304 -0.894  -0.074
C 7.840 -1.150 -0.434  -0.003
C 6.506 -0.913 -0.790  -0.138
C 5.815 -1.814 -1.611  0.001
C 6.464 -2.963 -2.067  -0.066
N 5.822 0.285 -0.288  -0.312
O 6.473 1.068 0.420  0.065
O 4.632 0.443 -0.597  0.052
H 8.290 -4.108 -2.058  0.105
H 9.512 -2.500 -0.618  0.105
H 8.390 -0.456 0.198  0.118
H 4.780 -1.640 -1.899  0.118
H 5.935 -3.670 -2.702  0.109
C -4.624 -1.000 -1.605  -0.051
C -5.088 -1.954 -0.699  -0.052
C -5.874 -3.019 -1.145  -0.007
C -6.187 -3.121 -2.507  -0.155
C -5.729 -2.159 -3.418  -0.008
C -4.946 -1.098 -2.960  -0.049
N -6.991 -4.251 -2.986  -0.333
O -7.394 -5.070 -2.146  0.045
O -7.219 -4.324 -4.202  0.046
H -4.007 -0.175 -1.254  0.062
H -4.835 -1.870 0.356  0.109
H -6.228 -3.755 -0.426  0.114
H -5.968 -2.223 -4.478  0.114
H -4.583 -0.348 -3.660  0.113

Calculated values
HOMO ... -5.68 eV
Net charge ... -1
2S+1 ... 1
Lowest unoccupied orbital energy ... 0.677 eV
Strongest force on any atom ... 9.85 eV/Å
Kohn-Sham gap ... 6.4 eV

Q: What is the formula in the first record?
A: C16H24AsN4O6PReS4Sb